The following is a quantum chemistry calculation of a molecular structure, C31H44N8O3PTc, from the OMol25 dataset.

Structure (XYZ):
```
88
Properties=species:S:1:pos:R:3:forces:R:3:mulliken_charge:R:1
Tc -0.86310 0.51877 -0.79977 0.12 0.15 0.11 -1.82
C -3.96051 0.97786 -0.52146 0.03 -0.01 0.00 -0.62
C -3.35791 0.82787 0.86156 0.02 0.01 -0.04 -0.69
N -2.00603 1.42179 0.85620 -0.15 -0.12 0.04 0.11
C -2.02786 2.90163 0.88622 0.01 0.00 -0.01 -0.77
C -1.04962 3.46686 -0.12638 0.00 -0.01 -0.01 -0.95
N -1.08793 2.64655 -1.36860 0.03 0.08 0.02 0.16
C -2.29576 2.92976 -2.19253 -0.01 -0.02 0.03 -1.01
C -2.92667 1.63901 -2.67820 0.00 0.00 0.00 -0.17
N -2.93812 0.65857 -1.56832 0.01 0.02 -0.07 0.02
H -4.82499 0.32384 -0.63843 0.00 0.01 0.00 0.51
H -4.31128 1.99615 -0.68777 0.01 0.00 0.01 0.36
H -3.99337 1.30406 1.61248 -0.01 0.00 -0.01 0.55
H -3.25317 -0.22188 1.12477 -0.01 0.01 0.01 0.22
H -1.49007 1.03015 1.66095 0.01 0.05 -0.01 0.03
H -3.04421 3.23631 0.67233 0.00 0.01 -0.01 0.35
H -1.78504 3.26565 1.88527 0.00 -0.01 0.00 0.57
H -1.28624 4.50932 -0.35448 -0.01 0.00 0.01 0.72
H -0.02877 3.42518 0.23869 0.00 0.02 -0.01 0.22
H -0.26028 2.90997 -1.89093 0.01 0.00 0.07 0.39
H -3.00361 3.48911 -1.58109 0.00 0.01 0.00 0.31
H -2.04297 3.57110 -3.03767 0.01 -0.01 -0.01 0.48
H -3.93557 1.82434 -3.05881 0.00 0.01 0.02 0.48
H -2.33540 1.20377 -3.48182 0.01 -0.01 -0.02 -0.05
H -3.18291 -0.24281 -1.95533 -0.01 -0.05 -0.02 -0.13
O 1.94160 2.57833 -0.55393 0.00 0.01 0.03 -0.65
C 1.83414 1.73346 0.32131 0.00 -0.06 -0.08 -1.76
N 2.75611 1.39822 1.25059 -0.02 0.07 0.02 -0.04
C 2.20856 0.50447 2.26856 0.04 0.00 0.00 2.63
C 0.73820 0.50492 1.82974 0.01 -0.07 0.02 -1.61
O -0.20417 0.15484 2.51519 0.03 -0.02 0.05 -0.83
N 0.66677 0.98334 0.54437 0.02 0.01 -0.06 2.37
C 2.42161 1.06921 3.66195 0.04 -0.03 0.01 0.15
C 3.40597 0.55663 4.49711 -0.03 0.00 -0.01 -0.37
C 3.63843 1.13218 5.73948 -0.01 0.01 0.01 -0.91
C 2.88719 2.21925 6.15607 0.01 -0.01 0.00 -0.53
C 1.90255 2.73683 5.32476 -0.01 0.00 -0.01 -1.00
C 1.67391 2.16439 4.08507 0.01 0.03 0.00 -0.18
C 2.69844 -0.93624 2.09748 0.01 0.04 0.03 0.13
C 2.07253 -1.95711 2.81007 0.01 -0.03 0.02 0.05
C 2.50053 -3.26863 2.66990 -0.04 0.05 -0.02 -0.89
C 3.56142 -3.56670 1.82349 0.01 -0.02 0.01 -0.56
C 4.18363 -2.55223 1.11268 0.00 0.00 0.02 -0.81
C 3.74967 -1.23871 1.24314 -0.01 -0.01 -0.01 -0.23
H 3.55718 1.98598 1.41295 0.01 -0.02 0.01 0.37
H 3.98758 -0.30018 4.18323 0.01 0.00 0.00 0.50
H 4.40591 0.72380 6.38331 0.00 0.00 0.00 0.43
H 3.06423 2.66181 7.12723 0.00 0.00 0.00 0.40
H 1.31056 3.58356 5.64659 0.00 0.00 0.00 0.42
H 0.89970 2.57390 3.44475 0.01 0.00 -0.01 0.32
H 1.25189 -1.73408 3.48057 -0.02 0.02 0.01 0.67
H 1.99563 -4.04827 3.22437 0.00 -0.02 0.01 0.50
H 3.90197 -4.58904 1.72146 0.00 0.00 0.00 0.42
H 5.01063 -2.77824 0.45188 0.00 0.00 0.00 0.42
H 4.22567 -0.45496 0.66905 0.00 -0.01 0.01 0.42
C -3.18577 -2.72266 -1.73950 -0.01 0.03 0.00 -1.06
C -2.34393 -2.12795 -2.87067 -0.01 0.01 0.00 -1.44
P -0.70239 -1.38400 -2.46301 -0.01 -0.05 0.08 2.34
C -0.01122 -1.27050 -4.16815 -0.02 0.00 -0.03 -0.99
C -0.79525 -0.47230 -5.20671 -0.01 0.00 0.00 -1.18
C 0.15863 -2.86738 -1.80147 0.02 -0.02 0.00 -1.15
C 1.47314 -2.74143 -1.03825 0.00 -0.02 -0.03 -1.49
H -4.10910 -3.13113 -2.14975 0.00 0.00 0.00 0.44
H -3.45238 -2.00127 -0.96478 -0.01 0.03 -0.02 0.12
H -2.66835 -3.53355 -1.22978 0.00 0.00 -0.01 0.34
H -2.91778 -1.40191 -3.45652 -0.02 0.00 -0.01 0.52
H -2.10267 -2.92065 -3.58557 0.02 0.00 0.00 0.58
H 0.04678 -2.31146 -4.49705 -0.01 0.00 0.01 0.71
H 1.01854 -0.92561 -4.09638 0.01 0.02 0.03 0.52
H -1.78632 -0.89058 -5.38198 -0.01 -0.01 0.01 0.32
H -0.26565 -0.49589 -6.15878 -0.01 -0.01 0.00 0.43
H -0.91037 0.57609 -4.93893 0.01 0.02 0.02 0.14
H 0.29209 -3.50194 -2.68317 0.01 0.00 0.01 0.71
H -0.57339 -3.37723 -1.17593 0.01 0.01 0.01 0.44
H 2.28325 -2.38577 -1.66980 -0.01 -0.02 0.01 0.39
H 1.73954 -3.72699 -0.65600 0.00 0.01 0.00 0.67
H 1.39450 -2.06325 -0.18960 -0.02 -0.02 -0.02 -0.14
N -1.15665 -1.18737 0.25310 -0.14 -0.10 -0.19 0.25
C -1.32233 -2.18075 0.85281 0.04 0.02 0.10 1.06
N -1.57229 -3.30940 1.35770 0.11 -0.03 -0.03 -0.73
C -1.25238 -3.59386 2.62157 -0.10 0.13 0.05 0.39
N -1.02341 -3.88076 3.71499 0.09 -0.07 -0.02 -0.57
C 0.98697 1.73664 -3.22316 0.00 -0.07 -0.03 -2.50
C 0.87252 0.72414 -2.09182 -0.14 0.01 -0.06 1.84
O 1.77845 -0.03309 -1.88159 0.08 0.08 0.02 -0.32
H 1.65262 1.32614 -3.98086 -0.02 -0.01 -0.03 0.48
H 1.46923 2.63116 -2.82716 0.02 -0.01 0.02 0.45
H 0.02873 1.99086 -3.67316 0.01 0.01 -0.03 0.29
```
Forces are in eV/Å.

## Properties
net charge = +1
HOMO-LUMO gap (spin up / spin down) = 0.303 / 0.261 Eh
spin multiplicity = 2
energy above the lowest of the compared OMol25 structures with the same formula, charge and spin = 0.0 kJ/mol
molar mass = 705.720 g mol⁻¹
⟨S²⟩ = 0.759
E_HOMO (spin up / spin down) = -11.0 / -11.0 eV